Entry 1:
DFT (wB97M-V/def2-TZVPD) results for an isolated molecule of C26H24N2O7S at a distorted geometry.

Its HOMO energy is -8.342 eV. For the maximum force, the calculation gives 1.39 eV/A. For the LUMO energy, the calculation gives -0.03 eV.

Each atom is followed by the atoms it is bonded to, with distances in Å.
Geometry (Å):
1 C -1.37561 -2.76131 1.88529  N2 1.444, H58 1.095, H59 1.090, H60 1.087
2 N -1.03658 -2.71982 0.48232  C1 1.444, C3 1.395, S38 1.689
3 C 0.26050 -2.36834 0.10710  N2 1.395, C4 1.399, C8 1.393
4 C 0.75543 -2.71474 -1.15461  C3 1.399, C5 1.376, H37 1.076
5 C 2.06876 -2.47210 -1.48691  C4 1.376, C6 1.396, H36 1.078
6 C 2.94648 -1.88759 -0.57240  C5 1.396, C7 1.388, O11 1.372
7 C 2.45456 -1.50080 0.66708  C6 1.388, C8 1.388, H10 1.080
8 C 1.12823 -1.74242 0.99911  C3 1.393, C7 1.388, H9 1.077
9 H 0.79107 -1.44452 1.97815  C8 1.077
10 H 3.08716 -1.02906 1.40448  C7 1.080
11 O 4.24807 -1.75905 -0.98604  C6 1.372, C12 1.401
12 C 5.18192 -1.22261 -0.08971  O11 1.401, C13 1.528, H34 1.098, H35 1.095
13 C 4.98382 0.26804 0.17977  C12 1.528, O14 1.201, O15 1.333
14 O 5.30126 0.82198 1.19708  C13 1.201
15 O 4.42970 0.86128 -0.87725  C13 1.333, C16 1.420
16 C 4.16420 2.25427 -0.80632  O15 1.420, H17 1.097, H18 1.093, C19 1.532
17 H 4.69173 2.69164 0.04972  C16 1.097
18 H 4.53629 2.70953 -1.72727  C16 1.093
19 C 2.67294 2.57727 -0.66711  C16 1.532, O20 1.210, N21 1.345
20 O 2.27620 3.71910 -0.72073  C19 1.210
21 N 1.87985 1.50462 -0.49857  C19 1.345, H22 1.011, C23 1.441
22 H 2.27768 0.57736 -0.43614  N21 1.011
23 C 0.46514 1.62897 -0.25582  N21 1.441, C24 1.496, H32 1.094, H33 1.097
24 C 0.12833 1.38861 1.18135  C23 1.496, C25 1.363, O28 1.349
25 C 0.87200 1.50910 2.31746  C24 1.363, C26 1.418, H31 1.070
26 C 0.01460 1.15343 3.38942  C25 1.418, C27 1.358, H30 1.070
27 C -1.18160 0.84612 2.82358  C26 1.358, O28 1.348, H29 1.072
28 O -1.12153 0.98045 1.48380  C24 1.349, C27 1.348
29 H -2.12160 0.54597 3.24218  C27 1.072
30 H 0.26188 1.13431 4.43075  C26 1.070
31 H 1.89479 1.81692 2.38778  C25 1.070
32 H -0.08435 0.91490 -0.87552  C23 1.094
33 H 0.17934 2.64778 -0.54413  C23 1.097
34 H 5.20008 -1.75850 0.86807  C12 1.098
35 H 6.15577 -1.34432 -0.57578  C12 1.095
36 H 2.45358 -2.75930 -2.45194  C5 1.078
37 H 0.09915 -3.18568 -1.86516  C4 1.076
38 S -2.38491 -2.63156 -0.53044  N2 1.689, O39 1.432, O40 1.430, C41 1.788
39 O -3.36748 -3.50906 0.03143  S38 1.432
40 O -1.98243 -2.83875 -1.88742  S38 1.430
41 C -2.94138 -0.94184 -0.34676  S38 1.788, C42 1.363, C50 1.400
42 C -2.51663 -0.00787 -1.24352  C41 1.363, C43 1.411, H57 1.080
43 C -2.91133 1.33922 -1.09894  C42 1.411, C44 1.411, C48 1.421
44 C -2.48924 2.34619 -1.99223  C43 1.411, C45 1.367, H56 1.080
45 C -2.87187 3.64527 -1.80758  C44 1.367, C46 1.404, H55 1.080
46 C -3.69558 3.99489 -0.72581  C45 1.404, C47 1.367, H54 1.080
47 C -4.12790 3.04013 0.15196  C46 1.367, C48 1.410, H53 1.080
48 C -3.75066 1.69065 -0.00728  C43 1.421, C47 1.410, C49 1.412
49 C -4.18423 0.68390 0.88296  C48 1.412, C50 1.367, H52 1.081
50 C -3.78585 -0.61310 0.71977  C41 1.400, C49 1.367, H51 1.078
51 H -4.11895 -1.40204 1.37501  C50 1.078
52 H -4.83807 0.95914 1.69795  C49 1.081
53 H -4.76407 3.30640 0.98359  C47 1.080
54 H -3.98561 5.02661 -0.59427  C46 1.080
55 H -2.54149 4.41286 -2.49101  C45 1.080
56 H -1.85652 2.07081 -2.82317  C44 1.080
57 H -1.89317 -0.31605 -2.06974  C42 1.080
58 H -1.48847 -1.76257 2.32007  C1 1.095
59 H -0.60800 -3.30962 2.43167  C1 1.090
60 H -2.31759 -3.29897 1.96297  C1 1.087

Here are the Löwdin charges for atoms 1 to 2, given in e: atom 1 (C): -0.076, atom 2 (N): -0.200

***

Entry 2:
DFT (wB97M-V/def2-TZVPD) results for a 2-piece molecular cluster, C3H5Cl2OPS overall at a distorted geometry.

Its HOMO energy (alpha / beta) is -8.317 / -8.319 eV. For the maximum force, the calculation gives 4.25 eV/A. For the LUMO energy (alpha / beta), the calculation gives -1.18 / -1.18 eV.

Each atom is followed by the atoms it is bonded to, with distances in Å.
Geometry (Å):
1 C -1.57115 -1.19706 0.15531  C3 1.454, S6 1.515
2 C 0.60043 -0.33403 -0.54441  C3 1.550, H9 1.020, H10 1.115, H11 0.997
3 C -0.84559 0.03166 -0.12307  C1 1.454, C2 1.550, H12 1.085, H13 1.076
4 O -5.13284 -1.27067 0.07772  P5 1.497
5 P -4.07777 -0.21274 -0.00760  O4 1.497, Cl7 2.001, Cl8 1.999
6 S -1.55742 -2.67796 0.47272  C1 1.515
7 Cl -4.54625 0.94494 -1.57085  P5 2.001
8 Cl -4.30231 0.95720 1.59812  P5 1.999
9 H 1.04511 0.58383 -0.57156  C2 1.020
10 H 0.57527 -0.82539 -1.54503  C2 1.115
11 H 1.11089 -0.90429 0.09399  C2 0.997
12 H -1.01127 0.81204 0.61301  C3 1.085
13 H -1.35448 0.39089 -1.00082  C3 1.076

Here are the Löwdin charges for atoms 1 to 2, given in e: atom 1 (C): -0.724, atom 2 (C): -0.067

***

Entry 3:
DFT (wB97M-V/def2-TZVPD) results for an isolated molecule of C15H20Cl3N3OS.

Its HOMO energy is -8.292 eV. For the maximum force, the calculation gives 0.64 eV/A. For the LUMO energy, the calculation gives 0.40 eV.

Each atom is followed by the atoms it is bonded to, with distances in Å.
Geometry (Å):
1 C -1.35981 -3.58579 -0.57620  C2 1.497, H41 1.089, H42 1.088, H43 1.087
2 C -1.83734 -2.20191 -0.89052  C1 1.497, C3 1.390, C7 1.398
3 C -2.30617 -1.89612 -2.16323  C2 1.390, C4 1.382, H40 1.080
4 C -2.81546 -0.64792 -2.46713  C3 1.382, C5 1.385, H39 1.079
5 C -2.89313 0.32471 -1.48489  C4 1.385, C6 1.380, H38 1.079
6 C -2.42306 0.04995 -0.21734  C5 1.380, C7 1.391, H37 1.080
7 C -1.86730 -1.19120 0.07532  C2 1.398, C6 1.391, N8 1.412
8 N -1.40005 -1.40944 1.39023  C7 1.412, C9 1.345, H36 1.012
9 C -0.24074 -1.93788 1.82216  N8 1.345, S10 1.652, N11 1.375
10 S -0.07339 -2.38252 3.40448  C9 1.652
11 N 0.82380 -2.10678 0.96822  C9 1.375, C12 1.440, H35 1.015
12 C 1.17497 -1.16549 -0.06368  N11 1.440, N13 1.438, H30 1.101, C31 1.542
13 N 1.31580 0.16960 0.45154  C12 1.438, C14 1.366, H29 1.008
14 C 0.78232 1.25152 -0.19039  N13 1.366, O15 1.208, C16 1.528
15 O 0.14690 1.12567 -1.21031  C14 1.208
16 C 1.03487 2.58597 0.51059  C14 1.528, C17 1.533, C21 1.533, C25 1.529
17 C 0.32057 2.57290 1.86722  C16 1.533, H18 1.088, H19 1.088, H20 1.088
18 H -0.74975 2.44009 1.72768  C17 1.088
19 H 0.68369 1.77380 2.50971  C17 1.088
20 H 0.48356 3.52024 2.37621  C17 1.088
21 C 2.54073 2.80567 0.69586  C16 1.533, H22 1.088, H23 1.088, H24 1.088
22 H 3.06373 2.67214 -0.24864  C21 1.088
23 H 2.96804 2.12349 1.42767  C21 1.088
24 H 2.71915 3.82049 1.04427  C21 1.088
25 C 0.45856 3.70018 -0.36416  C16 1.529, H26 1.087, H27 1.087, H28 1.087
26 H 0.56938 4.66313 0.12767  C25 1.087
27 H 0.97250 3.73045 -1.32124  C25 1.087
28 H -0.59532 3.51888 -0.55705  C25 1.087
29 H 1.90804 0.29409 1.25778  N13 1.008
30 H 0.39758 -1.11160 -0.84116  C12 1.101
31 C 2.49332 -1.61918 -0.72146  C12 1.542, Cl32 1.771, Cl33 1.785, Cl34 1.769
32 Cl 2.92847 -0.49327 -2.01794  C31 1.771
33 Cl 3.80262 -1.62814 0.49221  C31 1.785
34 Cl 2.33023 -3.24926 -1.38906  C31 1.769
35 H 1.62056 -2.48690 1.46998  N11 1.015
36 H -2.04753 -1.19408 2.13760  N8 1.012
37 H -2.46853 0.79903 0.55954  C6 1.080
38 H -3.30811 1.29491 -1.70781  C5 1.079
39 H -3.16608 -0.43831 -3.46592  C4 1.079
40 H -2.27777 -2.66331 -2.92338  C3 1.080
41 H -0.28649 -3.67971 -0.73543  C1 1.089
42 H -1.56367 -3.84280 0.46108  C1 1.088
43 H -1.85970 -4.30531 -1.22006  C1 1.087

Here are the Löwdin charges for atoms 1 to 2, given in e: atom 1 (C): -0.032, atom 2 (C): -0.218

***

Entry 4:
DFT (wB97M-V/def2-TZVPD) results for a 8-piece molecular cluster, C19H39NO29PS7 overall at a distorted geometry.

Its HOMO energy is -12.352 eV. The net charge is +1. For the maximum force, the calculation gives 1.22 eV/A. For the LUMO energy, the calculation gives -2.67 eV.

Each atom is followed by the atoms it is bonded to, with distances in Å.
Geometry (Å):
1 C -0.37996 -1.46290 0.95202  C2 1.203, H9 1.072
2 C -0.85014 -0.35573 0.99081  C1 1.203, P3 1.710
3 P -1.58940 1.17489 1.17340  C2 1.710, C4 1.809, H10 1.393, H11 1.397
4 C -3.37998 0.91658 1.18382  P3 1.809, C5 1.552, H12 1.088, H13 1.090
5 C -4.14832 2.23014 0.87996  C4 1.552, O6 1.415, C7 1.538, H14 1.089
6 O -3.51875 2.87979 -0.20776  C5 1.415, H15 0.964
7 C -5.62159 1.86503 0.62920  C5 1.538, N8 1.475, H16 1.087, H17 1.090
8 N -6.52377 2.56208 1.56477  C7 1.475, H18 1.013, H19 1.012
9 H -0.29260 -2.53064 0.99314  C1 1.072
10 H -1.19920 2.02440 0.14130  P3 1.393
11 H -1.17840 1.63177 2.42751  P3 1.397
12 H -3.64172 0.48096 2.14552  C4 1.088
13 H -3.56535 0.21093 0.37412  C4 1.090
14 H -4.08642 2.85698 1.76807  C5 1.089
15 H -3.97745 2.65688 -1.02522  O6 0.964
16 H -5.71997 0.79025 0.75757  C7 1.087
17 H -5.92699 2.12286 -0.38443  C7 1.090
18 H -6.84302 1.92056 2.28068  N8 1.013
19 H -7.35718 2.83251 1.05781  N8 1.012
20 C 4.58713 -2.54493 -0.20879  C21 1.511, O26 1.447, H27 1.091, H28 1.090
21 C 4.55133 -4.04781 -0.05868  C20 1.511, O22 1.448, H29 1.090, H30 1.092
22 O 4.09891 -4.26054 1.30006  C21 1.448, S23 1.588
23 S 3.10004 -3.09709 1.71459  O22 1.588, O24 1.427, O25 1.416, O26 1.591
24 O 1.75950 -3.55064 1.53157  S23 1.427
25 O 3.52778 -2.54302 2.94588  S23 1.416
26 O 3.43161 -2.08593 0.53156  C20 1.447, S23 1.591
27 H 5.47911 -2.11816 0.25265  C20 1.091
28 H 4.52585 -2.21386 -1.24517  C20 1.090
29 H 5.52296 -4.51573 -0.21471  C21 1.090
30 H 3.82018 -4.49882 -0.73342  C21 1.092
31 C -3.90608 6.41639 2.14985  C32 1.516, O37 1.433, H38 1.092, H39 1.087
32 C -5.12657 5.52065 2.07789  C31 1.516, O33 1.428, H40 1.086, H41 1.090
33 O -6.22820 6.42808 2.03440  C32 1.428, S34 1.602
34 S -5.80396 7.76286 1.25770  O33 1.602, O35 1.417, O36 1.416, O37 1.604
35 O -6.23690 7.66496 -0.08767  S34 1.417
36 O -6.13057 8.87090 2.07578  S34 1.416
37 O -4.21877 7.52215 1.29380  C31 1.433, S34 1.604
38 H -3.75026 6.79845 3.16093  C31 1.092
39 H -3.00087 5.92202 1.80579  C31 1.087
40 H -5.22269 4.85978 2.93403  C32 1.086
41 H -5.14310 4.93064 1.16107  C32 1.090
42 C 5.53148 -8.37823 0.77881  C43 1.514, O48 1.436, H49 1.092, H50 1.086
43 C 6.44094 -9.23902 -0.07270  C42 1.514, O44 1.437, H51 1.086, H52 1.091
44 O 7.04812 -8.31090 -0.98664  C43 1.437, S45 1.596
45 S 7.24340 -6.90065 -0.26559  O44 1.596, O46 1.414, O47 1.423, O48 1.597
46 O 8.56885 -6.79108 0.21564  S45 1.414
47 O 6.67247 -5.89481 -1.09422  S45 1.423
48 O 6.27184 -7.16369 0.97460  C42 1.436, S45 1.597
49 H 4.60383 -8.13627 0.25686  C42 1.092
50 H 5.30029 -8.83166 1.73807  C42 1.086
51 H 5.90238 -10.00574 -0.62116  C43 1.086
52 H 7.23039 -9.70170 0.52210  C43 1.091
53 C -8.98482 -2.50324 1.99906  C54 1.514, O59 1.440, H60 1.091, H61 1.086
54 C -8.80082 -1.12082 2.58716  C53 1.514, O55 1.440, H62 1.086, H63 1.092
55 O -7.46088 -1.14035 3.11452  C54 1.440, S56 1.597
56 S -6.54100 -2.07945 2.20729  O55 1.597, O57 1.426, O58 1.413, O59 1.591
57 O -5.81969 -1.26194 1.28770  S56 1.426
58 O -5.86748 -3.00050 3.04041  S56 1.413
59 O -7.70703 -2.81304 1.41160  C53 1.440, S56 1.591
60 H -9.19714 -3.24511 2.76971  C53 1.091
61 H -9.76102 -2.53487 1.24049  C53 1.086
62 H -9.51103 -0.89753 3.37718  C54 1.086
63 H -8.85665 -0.34799 1.81766  C54 1.092
64 C 8.17789 0.18966 -3.22996  C65 1.513, O70 1.442, H71 1.091, H72 1.083
65 C 7.96934 -0.61702 -4.49322  C64 1.513, O66 1.443, H73 1.083, H74 1.091
66 O 6.63842 -1.15484 -4.34974  C65 1.443, S67 1.592
67 S 5.72702 -0.11932 -3.55416  O66 1.592, O68 1.416, O69 1.425, O70 1.591
68 O 4.95838 0.64187 -4.46740  S67 1.416
69 O 5.10591 -0.81614 -2.47706  S67 1.425
70 O 6.89408 0.79794 -2.98068  C64 1.442, S67 1.591
71 H 8.42461 -0.45141 -2.38184  C64 1.091
72 H 8.93963 0.95133 -3.34006  C64 1.083
73 H 8.68514 -1.42228 -4.60211  C65 1.083
74 H 7.98952 0.01580 -5.38208  C65 1.091
75 C -10.25284 7.25387 3.91899  C76 1.513, O81 1.437, H82 1.092, H83 1.086
76 C -10.63077 6.96604 2.48297  C75 1.513, O77 1.438, H84 1.086, H85 1.092
77 O -10.27767 5.58529 2.29241  C76 1.438, S78 1.601
78 S -10.49292 4.78628 3.66296  O77 1.601, O79 1.417, O80 1.420, O81 1.597
79 O -11.75338 4.14090 3.62677  S78 1.417
80 O -9.29826 4.07733 3.95621  S78 1.420
81 O -10.60455 6.05438 4.62733  C75 1.437, S78 1.597
82 H -9.17858 7.41562 4.02540  C75 1.092
83 H -10.78944 8.10309 4.33151  C75 1.086
84 H -10.09392 7.59499 1.77880  C76 1.086
85 H -11.70532 7.07013 2.32180  C76 1.092
86 C 12.13370 -2.75118 -6.32345  C87 1.514, O92 1.438, H93 1.091, H94 1.086
87 C 13.26118 -1.84629 -5.87418  C86 1.514, O88 1.437, H95 1.086, H96 1.092
88 O 12.72200 -0.52047 -6.00619  C87 1.437, S89 1.593
89 S 11.15857 -0.54272 -5.70211  O88 1.593, O90 1.421, O91 1.415, O92 1.600
90 O 10.94060 -0.16030 -4.35104  S89 1.421
91 O 10.47682 0.08745 -6.77003  S89 1.415
92 O 10.94754 -2.12496 -5.80540  C86 1.438, S89 1.600
93 H 12.05583 -2.78700 -7.41104  C86 1.091
94 H 12.22404 -3.76011 -5.93202  C86 1.086
95 H 14.15292 -1.94949 -6.48454  C87 1.086
96 H 13.51530 -2.01063 -4.82547  C87 1.092

Here are the Löwdin charges for atoms 1 to 2, given in e: atom 1 (C): 0.158, atom 2 (C): -0.283

***

Entry 5:
DFT (wB97M-V/def2-TZVPD) results for an isolated ion of composition C2H2N3O and charge +1 at a distorted geometry.

Its HOMO energy is -15.623 eV. The net charge is +1. For the maximum force, the calculation gives 3.45 eV/A. For the LUMO energy, the calculation gives -6.89 eV.

Each atom is followed by the atoms it is bonded to, with distances in Å.
Geometry (Å):
1 C -0.77006 -0.76681 0.03522  N3 1.326, N5 1.256, H7 1.167
2 C -2.28720 -2.69605 0.31748  N3 1.215, O6 1.143
3 N -1.32846 -1.95776 0.20629  C1 1.326, C2 1.215
4 N 1.18134 0.41028 0.64818  N5 1.160, H8 1.053
5 N 0.37268 -0.37660 0.38036  C1 1.256, N4 1.160
6 O -3.00726 -3.54398 0.57840  C2 1.143
7 H -1.17893 0.04431 -0.69693  C1 1.167
8 H 1.78329 0.68800 -0.17037  N4 1.053

Here are the Löwdin charges for atoms 1 to 2, given in e: atom 1 (C): -0.071, atom 2 (C): -0.200

***

Question: Among the records above, which one has the lowest maximum force?
Answer: C15H20Cl3N3OS

***

Question: What is the formula in the fifth record?
Answer: C2H2N3O